A single CH2N2O3S molecule. Source: the OMol25 dataset; level of theory: ωB97M-V/def2-TZVPD.

Positions of all 9 atoms, in Å:
C1 1.233 -0.099 -0.035
N1 0.746 1.310 0.001
N2 -0.449 1.362 0.101
O1 -2.033 -0.477 1.231
O2 -1.968 -0.404 -1.183
O3 0.214 -1.048 0.211
S1 -1.263 -0.228 0.042
H1 1.572 -0.102 -1.034
H2 1.949 -0.312 0.665

Summary:
SMILES: O=S1(=O)N=NCO1
ΔE to the lowest compared entry with this formula, charge and spin (kJ/mol): 179.7
Calculated total energy (eV): -21024.56144
Orbital gap (eV): 10.4

---

A molecular structure, C3H2F2O. Source: the OMol25 dataset; level of theory: ωB97M-V/def2-TZVPD.

Positions of all 8 atoms, in Å:
C1 -0.330 0.667 -0.216
C2 -0.674 -0.523 -0.780
C3 0.959 0.018 0.046
O1 0.631 -1.145 -0.555
F1 2.153 0.236 0.568
F2 -0.065 0.259 2.313
H1 -1.091 1.363 -0.085
H2 -1.583 -0.875 -1.290

Summary:
ΔE to the lowest compared entry with this formula, charge and spin (kJ/mol): 531.8
Calculated total energy (eV): -10619.46471
Orbital gap (alpha / beta) (eV): 8.4 / 6.7

---

A molecular structure, C37H50IrN4OPSSi. Source: the OMol25 dataset; level of theory: ωB97M-V/def2-TZVPD.

Positions of all 96 atoms, in Å:
Ir1 0.458 -0.022 -1.017
C1 5.403 0.076 -1.871
C2 4.018 -0.520 -1.640
C3 4.111 -1.857 -0.908
P1 2.770 0.580 -0.766
C4 3.466 2.304 -0.912
C5 2.806 3.240 0.092
C6 3.201 2.794 -2.334
C7 3.012 0.215 1.004
C8 4.249 0.203 1.627
C9 4.387 -0.121 2.970
C10 5.738 -0.209 3.610
C11 3.232 -0.400 3.701
C12 1.990 -0.364 3.119
C13 1.841 -0.076 1.746
N1 0.638 -0.112 1.142
C14 -0.533 0.022 1.874
C15 -1.464 -1.030 1.925
C16 -1.163 -2.313 1.221
C17 -2.650 -0.852 2.613
C18 -2.953 0.344 3.250
C19 -4.229 0.513 4.017
C20 -2.034 1.383 3.174
C21 -0.832 1.245 2.508
C22 0.110 2.403 2.398
H1 6.026 -0.655 -2.386
H2 5.895 0.327 -0.934
H3 5.357 0.968 -2.492
H4 3.556 -0.709 -2.617
H5 4.659 -1.757 0.025
H6 4.626 -2.588 -1.528
H7 3.122 -2.253 -0.682
H8 4.543 2.267 -0.706
H9 1.738 3.277 -0.107
H10 3.215 4.245 -0.009
H11 2.971 2.903 1.113
H12 2.126 2.883 -2.475
H13 3.589 2.100 -3.078
H14 3.666 3.764 -2.498
H15 5.135 0.448 1.059
H16 6.517 0.129 2.931
H17 5.954 -1.242 3.886
H18 5.779 0.391 4.518
H19 3.322 -0.664 4.745
H20 1.104 -0.590 3.695
H21 -0.149 -2.647 1.441
H22 -1.239 -2.155 0.142
H23 -1.867 -3.091 1.507
H24 -3.361 -1.665 2.641
H25 -4.969 -0.220 3.703
H26 -4.637 1.513 3.874
H27 -4.042 0.377 5.084
H28 -2.267 2.331 3.639
H29 -0.382 3.327 2.697
H30 0.451 2.488 1.369
H31 0.989 2.267 3.029
O1 0.095 2.447 -1.300
N2 -1.010 2.995 -1.676
C23 -1.885 3.467 -0.757
C24 -3.037 4.104 -1.135
C25 -3.346 4.257 -2.486
C26 -2.463 3.712 -3.415
C27 -1.322 3.082 -2.993
H32 -1.606 3.304 0.270
H33 -3.701 4.479 -0.372
H34 -4.236 4.776 -2.800
H35 -2.662 3.775 -4.473
H36 -0.614 2.628 -3.668
C28 -1.279 -6.429 -2.548
C29 -0.284 -5.546 -1.870
C30 0.459 -5.965 -0.764
C31 1.270 -5.013 -0.165
N3 1.402 -3.789 -0.635
C32 0.714 -3.508 -1.746
S1 1.017 -1.992 -2.511
N4 -0.139 -4.326 -2.353
H37 -1.062 -7.475 -2.347
H38 -1.275 -6.238 -3.617
H39 -2.276 -6.197 -2.175
H40 0.398 -6.971 -0.388
H41 1.844 -5.238 0.727
C33 -5.357 0.875 -2.874
Si1 -4.547 0.168 -1.295
C34 -4.993 1.241 0.219
C35 -5.179 -1.614 -1.033
C36 -2.710 0.180 -1.475
C37 -1.495 0.100 -1.514
H42 -6.441 0.828 -2.817
H43 -5.047 0.310 -3.747
H44 -5.073 1.911 -3.033
H45 -6.055 1.197 0.439
H46 -4.730 2.280 0.050
H47 -4.451 0.907 1.098
H48 -6.263 -1.637 -0.960
H49 -4.772 -2.047 -0.125
H50 -4.887 -2.252 -1.861

Summary:
ΔE to the lowest compared entry with this formula, charge and spin (kJ/mol): 388.0
Calculated total energy (eV): -78027.30562
Orbital gap (alpha / beta) (eV): 5.6 / 5.7